Entry 1:
A structure of composition H9LiO5 at a distorted geometry. Source: the Open Molecules 2025 dataset; level of theory: ωB97M-V with the def2-TZVPD basis set.

Geometry as ORCA input:
```
! wB97M-V def2-TZVPD RIJCOSX def2/J DEFGRID3
* xyz 0 1
Li 0.02 -0.51 0.50
O -1.03 -2.21 0.54
H -1.46 -1.79 -0.29
O 1.28 -0.48 -0.32
H 1.74 -1.27 -0.51
H 2.07 0.00 -0.08
O -0.89 1.46 -0.17
H -0.91 2.35 -0.03
H -1.86 1.25 -0.13
O -0.73 0.64 -2.54
H -1.35 0.02 -2.46
H -0.74 1.20 -1.81
O 0.95 -0.32 2.25
H 1.79 -0.76 2.13
H 1.12 0.41 2.92
*
```

Properties
**Energy above the lowest of the compared OMol25 structures with the same formula, charge and spin**: 208.2 kJ/mol
**E_tot**: -389.07713 hartree

These are the Löwdin partial charges, in e, on atoms 1 to 8: 0.592, -0.607, -0.131, -0.081, 0.065, 0.079, -0.019, 0.015

***

Entry 2:
The molecule C24H30N2O2S at a distorted geometry. Source: the Open Molecules 2025 dataset; level of theory: ωB97M-V with the def2-TZVPD basis set.

Geometry as ORCA input:
```
! wB97M-V def2-TZVPD RIJCOSX def2/J DEFGRID3
* xyz 0 1
C 0.28 -2.22 -2.55
H 0.87 -1.83 -3.52
C 0.23 -1.03 -1.61
H -0.55 -0.40 -1.99
C 1.41 -0.60 -1.35
N 2.17 -1.15 -0.14
C 1.57 -1.23 1.31
H 1.74 -2.09 1.44
C 2.34 -0.06 1.98
O 3.48 0.50 1.40
H 3.32 0.45 0.50
C 1.31 1.06 2.56
N 0.59 1.40 1.58
C -0.70 1.30 1.48
C -1.25 1.90 0.25
C -2.61 1.78 -0.07
C -3.48 0.81 0.24
C -4.84 0.92 -0.42
O -4.96 1.79 -1.52
C -5.85 0.09 0.14
C -7.14 -0.10 -0.55
C -7.97 -0.96 0.39
C -7.15 -1.53 1.30
S -5.61 -0.99 1.52
H -7.47 -2.23 1.68
H -8.79 -1.27 0.00
H -7.45 0.31 -1.28
H -3.35 0.45 0.97
H -2.83 2.44 -0.92
C -0.15 2.75 0.01
C -0.07 3.85 -1.12
C 1.08 4.39 -1.35
C 2.23 4.20 -0.37
C 2.10 3.10 0.60
C 0.89 2.48 0.78
H 3.02 3.22 1.29
H 3.14 4.71 -0.71
H 1.21 5.18 -1.74
H -0.94 3.99 -1.71
H -1.32 0.61 2.16
H 0.87 0.41 3.58
H 1.89 1.81 3.38
H 2.72 -0.66 2.97
H 0.55 -1.00 1.14
C 2.81 -2.21 -0.67
H 3.27 -2.26 -1.69
H 2.40 -3.28 -0.38
C 4.39 -2.57 0.17
C 5.02 -3.58 -0.44
H 4.27 -4.49 -0.09
H 5.97 -3.72 0.14
H 5.22 -3.58 -1.45
H 5.06 -1.48 -0.17
H 4.16 -2.56 1.30
H 1.27 0.51 -0.71
H 2.04 -0.20 -1.89
H -0.42 -1.61 -0.76
H -0.83 -2.59 -2.87
H 0.84 -2.96 -2.23
*
```

Properties
**Energy above the lowest of the compared OMol25 structures with the same formula, charge and spin**: 2477.6 kJ/mol
**E_tot**: -1589.84797 hartree
**SMILES**: CCCN(CCC)C[C@@H](O)Cn1cc(/C=C/C(=O)c2cccs2)c2ccccc21

These are the Löwdin partial charges, in e, on atoms 1 to 8: -0.102, 0.128, -0.331, 0.121, -0.229, -0.157, 0.007, -0.003

***

Entry 3:
The molecule C5H13N at a distorted geometry. Source: the Open Molecules 2025 dataset; level of theory: ωB97M-V with the def2-TZVPD basis set.

Geometry as ORCA input:
```
! wB97M-V def2-TZVPD RIJCOSX def2/J DEFGRID3
* xyz 0 1
C -1.06 0.21 1.80
C -1.04 -0.51 0.47
N -0.29 0.19 -0.54
C 1.15 -0.34 -0.74
C 1.99 0.22 0.34
C -0.95 0.35 -1.80
H -1.64 -0.32 2.51
H -0.03 0.35 2.15
H -1.46 1.34 1.81
H -2.13 -0.75 0.24
H -0.61 -1.57 0.58
H 1.56 -0.30 -1.84
H 1.18 -1.36 -0.33
H 3.03 0.57 0.03
H 2.09 -0.44 1.14
H 1.70 1.24 0.72
H -1.93 0.00 -1.72
H -0.48 -0.20 -2.69
H -1.08 1.30 -2.15
*
```

Properties
**Energy above the lowest of the compared OMol25 structures with the same formula, charge and spin**: 239.2 kJ/mol
**E_tot**: -252.97199 hartree
**SMILES**: CCN(C)CC

These are the Löwdin partial charges, in e, on atoms 1 to 8: -0.111, -0.292, -0.212, -0.225, -0.150, -0.122, 0.042, 0.045

***

Entry 4:
A cluster of 2 separate species, C5H6N6 in total at a distorted geometry. Source: the Open Molecules 2025 dataset; level of theory: ωB97M-V with the def2-TZVPD basis set.

Geometry as ORCA input:
```
! wB97M-V def2-TZVPD RIJCOSX def2/J DEFGRID3
* xyz 0 1
C -0.90 0.34 -4.48
C 0.69 1.34 -2.96
C -1.14 2.63 -4.09
C -0.40 1.47 -3.80
C 0.03 -0.23 0.48
N -1.41 -0.55 -5.00
N 1.57 1.06 -2.23
N -1.91 3.39 -4.47
N 1.11 0.43 0.28
N -0.55 -0.49 1.70
N -0.46 -0.62 -0.72
H 1.58 0.65 -1.27
H 1.70 0.72 1.13
H -0.29 0.24 2.35
H -1.41 -0.88 1.82
H -1.28 -1.27 -0.76
H 0.07 -0.39 -1.56
*
```

Properties
**Energy above the lowest of the compared OMol25 structures with the same formula, charge and spin**: 308.6 kJ/mol
**E_tot**: -522.59647 hartree
**SMILES**: N#CC(=C=N)C#N.N=C(N)N

These are the Löwdin partial charges, in e, on atoms 1 to 8: -0.236, -0.067, -0.235, -0.256, -0.578, 0.153, 0.229, 0.160

***

Entry 5:
A cluster of 2 separate species, C5H13Br in total at a distorted geometry. Source: the Open Molecules 2025 dataset; level of theory: ωB97M-V with the def2-TZVPD basis set.

Geometry as ORCA input:
```
! wB97M-V def2-TZVPD RIJCOSX def2/J DEFGRID3
* xyz 0 1
Br -2.10 0.33 -1.68
C -3.40 -0.93 -2.29
H -3.70 -0.70 -3.32
H -4.29 -0.89 -1.64
H -2.99 -1.95 -2.26
C -1.12 -3.65 -0.05
C -1.38 -1.11 2.91
C -1.76 -2.83 1.07
C -0.75 -1.93 1.79
H -1.88 -4.28 -0.54
H -0.33 -4.30 0.36
H -0.68 -2.98 -0.80
H -1.83 -1.78 3.66
H -2.18 -0.46 2.50
H -0.63 -0.48 3.41
H -2.56 -2.19 0.66
H -2.22 -3.51 1.82
H 0.06 -2.57 2.21
H -0.29 -1.25 1.05
*
```

Properties
**E_tot**: -2772.30905 hartree
**SMILES**: CCCC.CBr

These are the Löwdin partial charges, in e, on atoms 1 to 8: 0.547, -0.582, 0.019, 0.022, 0.011, -0.130, -0.126, -0.302

***

Entry 6:
A structure of composition HNO6S at a distorted geometry. Source: the Open Molecules 2025 dataset; level of theory: ωB97M-V with the def2-TZVPD basis set.

Geometry as ORCA input:
```
! wB97M-V def2-TZVPD RIJCOSX def2/J DEFGRID3
* xyz -2 1
N 1.43 0.01 0.78
O 2.50 -0.74 1.08
O 0.06 0.29 -1.52
O -1.40 1.41 0.13
O -2.34 -0.30 -1.31
O 0.33 -0.13 1.36
O -0.81 -1.03 0.40
S -1.11 0.14 -0.57
H 1.33 0.36 -0.36
*
```

Properties
**Energy above the lowest of the compared OMol25 structures with the same formula, charge and spin**: 382.1 kJ/mol
**E_tot**: -904.79972 hartree

These are the Löwdin partial charges, in e, on atoms 1 to 8: -0.316, -0.305, -0.453, -0.430, -0.473, -0.133, -0.392, 0.323

***

Entry 7:
A structure of composition C33H87CrO31S10 at a distorted geometry. Source: the Open Molecules 2025 dataset; level of theory: ωB97M-V with the def2-TZVPD basis set.

Geometry as ORCA input:
```
! wB97M-V def2-TZVPD RIJCOSX def2/J DEFGRID3
* xyz 2 6
Cr 0.33 0.61 4.20
C -1.22 -0.15 -0.06
C 0.03 -0.19 0.74
C 1.17 0.52 0.07
O -0.14 0.27 2.03
H -1.27 -0.56 -1.07
H -1.46 0.87 -0.33
H -2.03 -0.58 0.51
H 0.24 -1.26 0.79
H 1.10 0.33 -1.00
H 2.14 0.21 0.47
H 0.94 1.58 0.17
O 2.18 -0.26 4.24
S 3.49 -0.90 4.41
O 4.53 -0.20 5.18
O 3.23 -2.32 5.14
C 4.33 -3.02 5.56
C 3.75 -4.21 6.45
C 4.17 -1.51 2.78
H 5.08 -2.44 6.10
H 4.69 -3.37 4.59
H 2.97 -4.71 5.87
H 3.38 -3.80 7.39
H 4.54 -4.93 6.64
H 4.49 -0.65 2.18
H 3.34 -1.91 2.21
H 4.96 -2.25 2.90
O 0.79 -6.72 1.80
S -0.12 -6.71 0.66
O -1.42 -7.37 0.53
O -0.21 -5.14 0.10
C -1.13 -4.93 -0.96
C -1.26 -3.41 -0.92
C 0.93 -7.28 -0.73
H -2.03 -5.54 -1.05
H -0.51 -5.20 -1.81
H -1.93 -3.14 -0.11
H -1.58 -3.02 -1.89
H -0.32 -2.93 -0.65
H 1.95 -6.90 -0.67
H 0.55 -6.99 -1.71
H 0.85 -8.37 -0.67
O 1.94 2.45 3.95
S 3.13 2.88 3.15
O 3.95 1.95 2.35
O 2.59 4.09 2.19
C 3.48 4.48 1.15
C 2.52 4.86 0.04
C 4.25 3.79 4.29
H 4.20 3.74 0.80
H 4.12 5.30 1.49
H 3.04 5.34 -0.79
H 1.68 5.49 0.32
H 1.98 4.05 -0.46
H 5.14 4.19 3.79
H 4.60 3.21 5.15
H 3.61 4.61 4.59
O 0.13 2.30 -7.48
S -0.08 3.39 -6.54
O -1.16 4.40 -6.69
O -0.29 2.61 -5.06
C -1.11 3.31 -4.16
C -1.03 2.49 -2.79
C 1.54 4.26 -6.26
H -2.14 3.35 -4.51
H -0.62 4.25 -3.95
H -1.37 1.46 -2.85
H -1.67 2.88 -2.00
H 0.01 2.42 -2.47
H 2.26 3.60 -6.74
H 1.69 4.53 -5.22
H 1.43 5.19 -6.81
O -0.08 -1.38 4.70
S -0.35 -2.83 4.76
O 0.01 -3.57 6.00
O -2.02 -2.95 4.51
C -2.60 -2.46 3.31
C -3.41 -3.61 2.80
C 0.32 -3.72 3.20
H -1.95 -2.16 2.49
H -3.19 -1.58 3.54
H -3.74 -3.40 1.79
H -4.23 -3.78 3.50
H -2.82 -4.53 2.86
H -0.33 -4.55 2.93
H 1.33 -4.04 3.42
H 0.33 -3.00 2.38
O 3.51 4.27 -3.01
S 4.76 3.51 -3.11
O 5.67 3.49 -1.95
O 4.37 1.98 -3.59
C 5.07 0.88 -3.03
C 4.32 0.55 -1.71
C 5.68 3.87 -4.62
H 6.11 1.16 -2.87
H 4.95 -0.02 -3.64
H 3.25 0.47 -1.86
H 4.48 1.37 -1.01
H 4.68 -0.40 -1.31
H 6.17 4.84 -4.60
H 4.88 3.91 -5.37
H 6.33 3.01 -4.77
O 3.80 -4.87 -2.13
S 3.05 -3.64 -2.38
O 3.56 -2.50 -3.19
O 1.52 -4.02 -2.92
C 1.45 -4.76 -4.13
C 0.04 -4.80 -4.69
C 2.60 -3.02 -0.70
H 1.67 -5.81 -3.96
H 2.10 -4.31 -4.88
H 0.03 -5.16 -5.72
H -0.45 -3.82 -4.67
H -0.62 -5.45 -4.13
H 3.51 -2.67 -0.21
H 2.16 -3.83 -0.12
H 1.93 -2.16 -0.71
O -6.46 -2.85 -3.10
S -5.15 -2.85 -2.40
O -4.42 -4.16 -2.26
O -4.15 -1.68 -3.01
C -3.80 -1.75 -4.35
C -2.63 -0.69 -4.45
C -5.31 -1.93 -0.83
H -4.62 -1.43 -5.00
H -3.51 -2.72 -4.75
H -2.82 0.22 -3.89
H -2.46 -0.49 -5.51
H -1.67 -1.15 -4.20
H -5.84 -2.55 -0.11
H -5.81 -1.02 -1.14
H -4.29 -1.77 -0.45
O -0.37 5.15 3.39
S -1.03 3.84 3.21
O -0.52 2.64 3.94
O -2.63 3.93 3.65
C -3.32 5.17 3.71
C -4.64 4.92 4.35
C -1.27 3.54 1.42
H -3.45 5.50 2.68
H -2.76 5.91 4.27
H -4.35 4.54 5.33
H -5.26 4.30 3.71
H -5.18 5.84 4.55
H -1.83 2.60 1.43
H -0.31 3.38 0.93
H -1.79 4.41 1.01
O -3.52 4.67 -1.10
S -4.73 3.92 -0.78
O -5.48 3.20 -1.79
O -4.26 2.77 0.37
C -5.22 1.82 0.65
C -4.79 1.05 1.91
C -5.79 5.00 0.31
H -5.47 1.22 -0.22
H -6.17 2.29 0.90
H -4.70 1.78 2.71
H -3.89 0.47 1.67
H -5.56 0.32 2.16
H -5.82 5.92 -0.28
H -5.30 5.28 1.24
H -6.79 4.59 0.44
*
```

Properties
**⟨S²⟩**: 8.758
**E_tot**: -8667.45753 hartree

These are the Löwdin partial charges, in e, on atoms 1 to 8: 1.043, -0.041, -0.511, -0.005, 0.007, 0.095, 0.078, 0.071

***

Entry 8:
The ion C4H9NP with charge +1 at a distorted geometry. Source: the Open Molecules 2025 dataset; level of theory: ωB97M-V with the def2-TZVPD basis set.

Geometry as ORCA input:
```
! wB97M-V def2-TZVPD RIJCOSX def2/J DEFGRID3
* xyz 1 1
C -0.31 -1.22 -0.29
C 0.50 1.12 -0.56
C -0.81 0.22 -0.32
C 1.05 -1.24 0.21
N -1.36 0.42 1.01
P 1.73 0.36 0.54
H -0.97 -1.90 0.38
H -0.26 -1.75 -1.39
H 0.85 1.35 -1.55
H 0.36 2.10 -0.12
H -1.56 0.40 -1.13
H 1.34 -2.13 0.64
H -1.16 1.35 1.50
H -2.42 0.37 1.07
H 3.00 0.54 0.02
*
```

Properties
**Energy above the lowest of the compared OMol25 structures with the same formula, charge and spin**: 222.7 kJ/mol
**E_tot**: -553.56439 hartree

These are the Löwdin partial charges, in e, on atoms 1 to 8: -0.217, -0.309, -0.437, -0.157, -0.002, 1.100, 0.171, 0.219

***

Which value of E_tot does entry 3 give?
-252.97199 hartree

***

Which of these has the lowest E_tot?
C33H87CrO31S10

***

Among the records above, which one has the lowest E_tot?
C33H87CrO31S10